C47H44F10NO4P2S4Sc | ωB97M-V with the def2-TZVPD basis set

CARTESIAN COORDINATES (ANGSTROEM)
Sc 0.2805 -0.6226 0.7326
O 2.2889 -7.0646 2.7481
C 2.0016 -5.9478 2.3987
S 1.6261 -5.4922 0.7301
C 1.2835 -3.7987 1.0426
C 1.3728 -3.3815 2.3125
S 1.0525 -1.7712 2.9137
S 1.8295 -4.5806 3.5129
S 0.7918 -2.8594 -0.3542
C 4.5103 5.4233 2.2923
C 5.3289 4.2895 1.6967
C 6.5242 3.9547 2.5683
C 7.3615 2.8642 1.9232
C 6.5093 1.6493 1.6581
C 7.0522 0.3868 1.6300
C 6.2546 -0.7270 1.3735
F 6.8411 -1.9302 1.3637
C 4.9182 -0.6176 1.1388
C 4.3452 0.6610 1.1689
C 2.9286 0.7986 0.8925
O 2.2663 -0.2145 0.5440
C 2.3801 2.0940 1.0107
C 3.2005 3.1495 1.2894
N 4.5127 3.0533 1.4939
C 5.1252 1.7928 1.4410
C 0.9278 2.3890 0.8280
O 0.5312 3.5388 0.8376
O 0.1680 1.3394 0.6842
H 5.1932 6.2327 2.5515
H 4.0008 5.1005 3.2039
H 3.7744 5.8326 1.6008
H 5.6942 4.5938 0.7120
H 6.1709 3.6302 3.5533
H 7.1092 4.8638 2.7081
H 8.2121 2.5929 2.5477
H 7.7671 3.2385 0.9776
H 8.1128 0.2469 1.8096
H 4.2917 -1.4793 0.9427
H 2.7544 4.1302 1.3353
C -4.6780 0.7332 2.5308
C -3.6354 0.1655 1.5624
C -3.3267 1.2075 0.4775
P -2.0499 -0.4979 2.2728
C -2.4687 -2.2040 2.8888
C -3.8516 -2.4250 3.5068
C -2.2793 -3.2064 1.7430
C -1.5654 0.5160 3.7557
C -1.5162 2.0202 3.4491
C -2.3088 0.2518 5.0633
H -5.5818 0.9920 1.9710
H -4.3181 1.6482 3.0020
H -4.9623 0.0354 3.3127
H -4.0569 -0.7203 1.0750
H -2.7970 2.0692 0.8879
H -4.2541 1.5664 0.0186
H -2.7016 0.7902 -0.3083
H -1.6973 -2.4000 3.6324
H -4.6400 -2.3201 2.7558
H -4.0729 -1.7579 4.3360
H -3.9053 -3.4500 3.8860
H -3.0364 -3.0506 0.9633
H -2.3930 -4.2306 2.1137
H -1.2963 -3.1321 1.2781
H -0.5418 0.1720 3.9056
H -2.5099 2.4681 3.5205
H -1.1142 2.2467 2.4622
H -0.8846 2.5237 4.1874
H -3.3667 0.5065 4.9898
H -1.8740 0.8808 5.8455
H -2.2155 -0.7836 5.3890
F -7.3935 1.4857 -4.1215
C -6.8183 0.3989 -4.6711
F -7.6906 -0.6141 -4.5337
F -6.6757 0.6418 -5.9822
C -5.5079 0.0834 -4.0071
C -4.3044 0.3456 -4.6499
C -3.1086 0.0652 -4.0077
C -3.1092 -0.4717 -2.7216
C -4.3223 -0.7209 -2.0888
C -5.5229 -0.4501 -2.7298
P -1.5703 -1.0037 -1.8586
C -1.0904 -2.3322 -3.0357
C -0.2552 -2.1694 -4.1337
C 0.0138 -3.2425 -4.9707
C -0.5513 -4.4802 -4.7095
C -1.3915 -4.6542 -3.6204
C -1.6494 -3.5815 -2.7845
C -0.2587 -5.6190 -5.6434
F -0.9085 -5.4732 -6.8161
F -0.6264 -6.8016 -5.1298
F 1.0521 -5.6893 -5.9338
C -0.4127 0.3786 -2.2294
C 0.9732 0.1846 -2.2078
C 1.8367 1.2670 -2.3140
C 1.3343 2.5508 -2.3962
C -0.0362 2.7661 -2.3848
C -0.8988 1.6877 -2.3060
C 2.2826 3.7107 -2.5137
F 3.4289 3.4838 -1.8340
F 2.6339 3.9321 -3.7944
F 1.7569 4.8480 -2.0421
H -4.3047 0.7587 -5.6503
H -2.1707 0.2584 -4.5166
H -4.3294 -1.1330 -1.0838
H -6.4671 -0.6522 -2.2383
H 0.1868 -1.2059 -4.3573
H 0.6692 -3.1170 -5.8244
H -1.8233 -5.6249 -3.4169
H -2.2750 -3.7235 -1.9090
H 1.3962 -0.8086 -2.1118
H 2.9070 1.1022 -2.3036
H -0.4262 3.7753 -2.4158
H -1.9661 1.8707 -2.2891

Results
E = -168936.3777 eV
total charge = 0
ΔE to the lowest compared entry with this formula, charge and spin = 60.2 kJ/mol
largest force on an atom = 0.0236 hartree/bohr
LUMO level = -0.7027 eV

***

C47H45InN7O2S6Sb | ωB97M-V with the def2-TZVPD basis set

CARTESIAN COORDINATES (ANGSTROEM)
In -0.6933 -0.4452 0.8817
O 0.4503 -0.2061 -0.8594
C 0.6464 -0.9600 -1.9611
C 0.3336 -2.4769 -1.5926
C 1.0614 -3.0557 -0.4146
C 1.8252 -4.2224 -0.4330
C 2.2031 -4.7550 0.7465
C 1.7804 -4.1808 1.9198
C 1.0620 -3.0257 1.9207
C 0.6264 -2.3696 3.1871
C 1.1656 -0.8865 3.3378
O 0.5941 -0.0533 2.4718
C 2.6511 -0.9501 3.1538
C 3.4999 -1.8637 3.7389
C 4.8599 -1.8731 3.4386
C 5.4068 -0.9948 2.5313
C 4.5847 -0.0601 1.9249
C 3.2212 -0.0374 2.2043
C 0.7731 -0.4789 4.7590
C -0.4845 0.0613 4.9946
C -0.8759 0.4924 6.2744
C -0.0871 0.2054 7.3582
C 1.1642 -0.3351 7.1455
C 1.6169 -0.6686 5.8690
N 0.6939 -2.4793 0.7328
C -0.1276 -0.4676 -3.2583
C 0.2389 -1.2833 -4.4534
C 0.8064 -0.8076 -5.5659
C 1.1259 0.6563 -5.6503
C 0.9706 1.4759 -4.6415
C 0.1722 1.0922 -3.4320
C 2.1799 -0.9037 -2.2081
C 2.9040 0.1463 -1.6762
C 4.2838 0.3343 -1.8871
C 4.9877 -0.6134 -2.6051
C 4.2901 -1.7367 -3.0825
C 2.9166 -1.9118 -2.8819
H -0.7489 -2.4981 -1.4050
H 0.4979 -3.1480 -2.3839
H 2.0359 -4.6850 -1.3788
H 2.7101 -5.7358 0.8404
H 2.0421 -4.6638 2.8637
H -0.4457 -2.2550 3.3369
H 1.0141 -2.9358 4.0078
H 3.1649 -2.6216 4.4487
H 5.5117 -2.5897 3.9093
H 6.4535 -1.0437 2.2073
H 4.9518 0.6445 1.1449
H 2.5183 0.6165 1.7223
H -1.2329 0.1838 4.2014
H -1.7935 0.9484 6.4524
H -0.4332 0.4036 8.3861
H 1.7924 -0.5920 8.0046
H 2.6592 -0.9085 5.7878
H 0.0890 -2.3405 -4.4267
H 1.0591 -1.4622 -6.4128
H 1.6985 1.0860 -6.4882
H 1.1481 2.5390 -4.7723
H 0.7545 1.3630 -2.5723
H 2.3744 0.8851 -1.1144
H 4.7284 1.1812 -1.4620
H 6.0729 -0.4939 -2.8170
H 4.7605 -2.5685 -3.6185
H 2.4293 -2.7393 -3.3416
S -3.4307 2.1193 3.8946
Sb -4.6380 1.6385 2.0409
S -2.8304 -1.2294 1.4720
S -3.8847 3.1665 0.0932
S -5.5112 3.8785 1.1335
S -5.0082 -5.1940 -3.7591
C -5.3190 -3.9348 -2.7223
N -6.4863 -3.1691 -2.8064
C -6.3110 -1.8916 -2.0649
C -5.0708 -2.2131 -1.1545
N -4.5519 -3.4224 -1.7795
H -6.9444 -3.2414 -3.7110
H -7.2071 -1.7545 -1.3868
H -6.0934 -1.0933 -2.7533
H -5.3732 -2.3561 -0.1155
H -4.3738 -1.4029 -1.0897
H -3.7057 -3.8962 -1.5271
N -0.7433 2.0075 0.8805
C -0.8802 3.1201 1.0966
C -0.8357 4.4463 1.5547
C -1.9631 5.1027 1.9712
C -1.8069 6.4233 2.3875
C -0.6072 7.1206 2.3795
C 0.5017 6.4055 1.9374
C 0.4071 5.1236 1.4982
H -2.8846 4.6188 2.0863
H -2.6610 6.9262 2.7579
H -0.5968 8.1373 2.8282
H 1.4447 6.8513 2.0366
H 1.2810 4.5942 1.1458
C -0.6066 4.1972 -2.7943
C -1.3623 3.2744 -3.8041
C -1.2319 1.7836 -3.4149
N -1.6887 1.6738 -2.0147
N -1.9261 0.4898 -1.7938
C -1.6664 -0.3660 -2.9960
N -2.4420 -1.6044 -2.8022
S -2.3523 0.7403 -4.3104
H -0.9074 5.2449 -2.9117
H 0.4518 4.1045 -3.0536
H -0.7508 3.8900 -1.7658
H -0.9450 3.4286 -4.8298
H -2.4500 3.5325 -3.8720
H -2.6515 -1.7876 -1.7955
H -2.0266 -2.4140 -3.2733

Results
E = -140720.5488 eV
total charge = -2
largest force on an atom = 0.0551 hartree/bohr
LUMO level = 3.7863 eV

***

HOMO level: -6.72 -1.75 (eV)